Density functional theory data (ωB97M-V/def2-TZVPD) for a cluster of 13 separate species, C43H95BF3N15O16P in total.

```
! RIJCOSX wB97M-V def2-TZVPD def2/J DEFGRID3
* xyz 1 1
P 4.47 -1.49 0.82
F 3.45 -3.71 2.38
F 1.69 -2.88 3.33
F 1.67 -3.25 1.20
O -8.66 0.36 -1.24
O -6.28 -7.01 -6.75
O -1.87 -5.91 -5.69
O 4.37 1.14 4.41
O 0.83 2.54 2.87
O -1.03 -2.12 -3.53
O -2.97 2.44 7.08
O 12.06 4.46 0.06
O 5.48 -2.10 1.85
O 6.95 1.50 1.03
O 6.47 -4.53 1.19
O -2.77 2.24 0.56
O -5.86 8.46 -2.12
O 3.49 1.51 2.19
O 4.02 -2.68 -0.11
O -7.11 4.23 0.60
N -6.00 9.87 -0.34
N -5.93 -8.27 -8.60
N -4.94 1.79 1.05
N 0.39 -3.75 -2.83
N 2.94 -1.45 1.97
N 7.61 -5.65 2.78
N 13.86 3.56 1.10
N -8.00 -0.90 -3.02
N 4.78 -0.17 0.15
N -3.15 -7.20 -4.34
N -1.50 1.38 8.45
N -7.26 5.35 -1.36
N 1.94 -0.65 0.00
N 8.75 2.02 -0.24
N -0.77 4.13 3.07
C -7.77 4.84 -0.23
C 13.06 2.50 1.68
C -0.90 0.66 7.34
C -6.59 -0.66 -2.75
C -0.37 -2.65 -2.67
C -6.33 11.00 -1.19
C 0.95 -0.07 -0.67
C -1.00 3.83 4.48
C 2.43 -2.87 2.21
C -5.79 8.67 -0.92
C 9.11 0.62 -0.40
C 7.50 -4.74 1.82
C 7.67 2.32 0.48
C 9.58 3.04 -0.88
C -6.50 -7.26 -7.92
C -5.84 5.17 -1.62
C -8.08 6.06 -2.33
C 0.70 -0.32 2.02
C -8.37 -1.72 -4.15
C 1.15 -4.29 -1.73
C 6.44 -6.44 3.13
C -1.59 5.12 2.40
C -6.23 -8.53 -9.99
C 0.43 -4.41 -4.13
C -3.90 1.89 0.23
C -0.20 0.40 -0.06
C 1.81 -0.73 1.30
C -1.00 1.16 9.79
C 15.28 3.61 1.38
C -5.91 10.05 1.10
C -6.25 1.37 0.59
C 8.85 -5.87 3.50
C -4.43 -7.84 -4.10
C 3.38 -0.83 3.27
C -2.52 2.23 8.19
C 13.25 4.47 0.32
C -4.76 2.12 2.45
C -8.92 -0.34 -2.20
C -2.07 -7.36 -3.38
C -2.93 -6.46 -5.44
C 0.15 3.46 2.40
C -4.99 -9.13 -7.90
C -0.33 0.26 1.30
B 3.77 0.72 3.23
H 0.99 -3.67 -0.86
H -4.86 -7.48 -3.16
H 3.91 -2.28 -0.99
H 0.85 -5.31 -1.50
H 12.59 1.90 0.89
H -0.10 4.02 5.06
H -4.30 -8.93 -4.03
H 0.81 -3.72 -4.88
H 2.22 -4.30 -1.97
H -7.96 -2.73 -4.04
H 9.19 -6.90 3.37
H -9.95 -0.58 -2.50
H -5.47 -9.61 -7.05
H 7.47 3.40 0.54
H -1.51 6.10 2.86
H -6.97 2.16 0.79
H 9.30 0.17 0.58
H 13.70 1.86 2.28
H -0.32 -2.26 -1.63
H -6.47 11.88 -0.56
H -9.11 6.09 -1.99
H -2.63 4.79 2.43
H -6.94 -7.79 -10.35
H -2.91 2.72 9.10
H -8.00 -1.29 -5.08
H -6.37 0.41 -2.79
H -5.58 5.64 -2.56
H -4.14 1.61 -0.81
H 10.01 0.56 -1.01
H 3.85 1.84 4.82
H -1.29 5.18 1.36
H -4.14 -8.55 -7.53
H 8.31 0.07 -0.88
H 8.43 -4.18 1.62
H -5.14 10.78 1.34
H -1.76 -6.39 -2.99
H -9.46 -1.79 -4.20
H -5.71 1.99 2.97
H 0.61 -0.46 3.09
H 4.22 -1.41 3.65
H -1.56 1.77 10.49
H 15.72 4.47 0.87
H -2.41 -7.99 -2.56
H -5.26 5.62 -0.82
H 13.93 5.24 -0.07
H 0.23 3.75 1.35
H -6.65 -9.52 -10.12
H 2.64 2.03 2.27
H -0.11 0.02 7.71
H -6.23 1.16 -0.47
H -5.32 -8.46 -10.60
H -8.85 5.01 -0.12
H -6.86 10.40 1.50
H 15.46 3.72 2.45
H 12.27 2.91 2.30
H 10.60 3.00 -0.51
H -0.49 1.36 6.61
H -4.63 -9.89 -8.59
H -5.55 7.88 -0.19
H -1.81 4.45 4.85
H 6.70 -7.13 3.92
H -1.23 0.58 1.81
H 9.62 -5.20 3.13
H -7.20 -6.66 -8.53
H 1.09 -5.27 -4.07
H -4.00 1.47 2.91
H -6.00 -1.18 -3.49
H -5.53 11.18 -1.90
H 9.58 2.88 -1.96
H -7.24 10.81 -1.75
H -6.33 -1.02 -1.75
H 2.59 -0.94 4.01
H -1.28 2.78 4.60
H -5.60 4.11 -1.65
H 5.62 -5.79 3.45
H -0.56 -4.73 -4.44
H 6.09 -7.00 2.26
H -1.11 0.11 10.08
H -5.66 9.11 1.57
H -6.56 0.46 1.11
H -1.20 -7.82 -3.85
H -3.81 -6.39 -6.10
H -5.10 -7.62 -4.92
H 5.95 -2.88 1.47
H -7.71 7.08 -2.45
H 8.71 -5.68 4.57
H 5.70 0.20 0.42
H 15.77 2.71 1.03
H -8.04 5.55 -3.30
H -1.65 0.05 6.83
H 1.07 0.01 -1.74
H -0.99 0.85 -0.65
H 9.18 4.03 -0.67
H 0.05 1.43 9.86
H -4.44 3.15 2.56
*
```

Values from the calculation:
HOMO level: -10.16 eV
Kohn-Sham gap: 0.3262 hartree
E_LUMO: -1.28 eV

Density functional theory data (ωB97M-V/def2-TZVPD) for a cluster of 8 separate species, C44H100N4O8 in total.

```
! RIJCOSX wB97M-V def2-TZVPD def2/J DEFGRID3
* xyz 0 1
O 15.29 18.31 11.05
O 8.50 16.69 14.46
O 18.25 14.03 10.59
O 16.36 8.09 15.53
O 16.39 17.99 13.56
O 17.56 20.63 13.91
O 12.29 16.68 19.21
O 16.13 14.13 8.79
N 9.23 16.55 13.30
N 16.30 9.50 15.36
N 16.76 20.75 15.03
N 15.07 13.33 8.50
C 16.50 20.33 17.48
C 15.23 10.05 14.46
C 13.82 9.66 15.08
C 16.53 11.73 7.30
C 10.24 17.13 10.67
C 8.40 16.01 12.13
C 17.05 11.67 16.07
C 14.03 17.94 17.82
C 15.36 17.49 14.39
C 14.05 11.23 7.71
C 15.36 11.64 14.34
C 12.72 11.68 8.25
C 7.91 14.58 12.55
C 18.39 19.39 16.27
C 16.96 19.71 10.45
C 12.62 13.14 8.49
C 12.88 16.84 17.92
C 15.02 16.10 13.87
C 13.81 13.85 9.14
C 14.73 21.25 13.51
C 15.46 9.55 12.96
C 17.48 20.63 16.32
C 18.36 9.80 16.95
C 13.77 15.39 8.89
C 16.30 18.33 10.14
C 14.59 21.32 16.02
C 17.87 13.77 11.97
C 15.34 11.90 8.32
C 13.67 13.58 10.67
C 16.86 10.22 16.55
C 15.32 21.26 17.37
C 15.66 11.18 9.67
C 15.55 21.61 14.82
C 9.32 15.98 10.81
C 7.15 16.92 11.82
C 10.31 17.54 13.22
C 9.85 19.01 13.39
C 18.40 21.84 16.75
C 11.30 17.32 14.38
C 11.14 17.33 11.90
C 15.95 23.06 14.69
C 18.51 12.50 12.45
C 15.96 10.23 17.89
C 15.85 12.39 15.51
H 16.46 10.45 9.57
H 14.55 13.99 11.17
H 15.33 8.47 12.90
H 19.06 9.86 16.12
H 17.83 18.52 15.91
H 16.73 23.22 15.42
H 11.80 13.25 9.20
H 8.68 16.10 9.93
H 15.14 12.45 16.34
H 17.50 12.01 7.72
H 17.85 11.60 15.34
H 9.18 19.29 12.57
H 13.89 8.59 15.30
H 15.02 17.54 18.03
H 12.05 17.18 17.31
H 17.69 19.93 9.67
H 15.69 9.21 18.20
H 16.32 20.59 10.55
H 16.06 13.45 15.33
H 16.47 9.65 12.57
H 10.81 17.32 15.35
H 13.71 21.63 13.41
H 13.89 18.70 18.59
H 10.93 16.98 9.84
H 18.23 11.67 11.80
H 16.53 10.64 18.73
H 11.80 18.16 11.65
H 14.74 20.17 13.41
H 18.34 8.75 17.26
H 14.85 16.10 12.80
H 11.84 16.50 12.04
H 15.73 15.33 14.18
H 11.65 16.29 14.28
H 14.92 10.45 9.98
H 19.60 12.56 12.41
H 16.91 20.64 18.45
H 11.45 16.24 19.07
H 13.23 15.87 17.58
H 6.53 16.82 12.72
H 17.90 21.52 13.78
H 16.43 23.36 13.76
H 6.59 16.44 11.02
H 15.81 11.95 13.40
H 18.13 14.51 12.73
H 14.08 11.58 6.67
H 16.12 14.73 8.04
H 12.79 14.01 11.14
H 16.34 12.31 6.40
H 15.23 21.52 12.58
H 19.34 21.61 17.25
H 15.11 23.68 15.02
H 17.06 7.89 14.89
H 16.12 19.31 17.53
H 14.01 15.65 7.86
H 13.69 10.11 16.06
H 14.86 10.05 12.19
H 14.35 12.05 14.30
H 15.85 11.87 10.49
H 14.10 10.15 7.56
H 9.86 15.06 10.61
H 7.03 14.49 13.19
H 12.95 9.96 14.50
H 18.14 12.16 13.42
H 14.67 21.01 18.22
H 17.56 19.68 11.35
H 9.77 18.07 10.40
H 8.70 15.89 14.94
H 12.13 18.03 14.32
H 17.39 14.09 10.17
H 13.77 12.53 10.95
H 7.62 14.01 11.67
H 12.78 11.21 9.23
H 9.23 19.06 14.29
H 15.71 17.43 15.42
H 11.90 11.26 7.67
H 16.62 10.66 7.16
H 15.89 18.34 9.13
H 17.37 12.31 16.89
H 14.39 15.85 9.65
H 14.08 15.80 14.33
H 16.78 13.79 12.05
H 13.84 22.10 16.13
H 8.74 14.03 13.00
H 18.71 22.43 15.89
H 10.68 19.69 13.51
H 18.81 19.03 17.20
H 16.82 18.75 13.95
H 13.89 18.38 16.82
H 15.68 22.24 17.65
H 14.07 20.38 15.83
H 7.49 17.91 11.51
H 17.89 22.52 17.43
H 14.55 18.21 14.29
H 15.01 10.74 17.81
H 12.37 13.60 7.53
H 15.66 18.18 11.93
H 18.84 10.43 17.69
H 19.13 19.51 15.48
H 12.82 15.88 9.09
H 17.09 17.59 10.22
*
```

Values from the calculation:
HOMO level: -8.09 eV
Kohn-Sham gap: 0.3095 hartree
SMILES string: CC1(C)CCCC(C)(C)N1O.CC1(C)CCCC(C)(C)N1O.CC1(C)CCCC(C)(C)N1O.CC1(C)CCCC(C)(C)N1O.CCO.CCO.CCO.CCO
E_LUMO: 0.34 eV